DFT (wB97M-V/def2-TZVPD) results for a structure of composition C32H37N5O4RuSi.

**E_tot**: -59879.1180 eV
**Charge**: +1
**Energy relative to the best compared isomer or geometry (same formula, charge and spin)**: 0.0 kcal per mole
**Expectation value of S²**: 8.789
**Spin multiplicity**: 6
**Largest force on an atom**: 0.0097 Eh/bohr

Last column: Löwdin charge in e.
CARTESIAN COORDINATES (ANGSTROEM)
Ru 0.15231 0.92890 0.43318  1.473
Si -1.93948 -1.41966 -0.73069  0.536
O 0.65848 5.63259 0.33183  -0.006
O -1.25451 0.08408 -0.50242  -0.454
O 1.69703 0.47081 -0.84900  -0.113
O 1.26107 3.47996 0.66609  0.055
N -0.57937 2.71531 -1.14743  0.014
N 2.97753 0.73009 1.03106  0.144
N -0.57127 1.67863 2.23053  -0.046
N 1.80686 0.90691 1.59170  -0.146
N -0.46328 4.03867 -0.71387  0.028
C -2.49081 -1.73839 1.96082  -0.087
C -3.87243 -3.10834 0.40893  -0.076
C 1.54997 -3.46820 0.29727  -0.079
C -1.97547 -1.14351 -4.83063  -0.080
C -0.55374 -2.67573 -0.62548  -0.225
C 1.71214 1.49803 2.86391  -0.215
C 4.90464 -1.21566 -2.93867  -0.058
C 5.26577 -0.09491 -0.41586  -0.018
C 3.99377 -0.14164 -0.99075  -0.156
C -4.29612 -0.63950 0.63014  -0.079
C 0.37403 -4.81260 -1.30785  -0.071
C 6.17045 -1.16219 -2.36711  -0.059
C 6.34996 -0.60238 -1.10889  -0.062
C -1.26046 2.71705 4.71567  -0.040
C -0.62105 -3.84781 -1.38383  -0.084
C 0.03911 2.36976 4.46784  0.009
C -4.27522 -1.46204 -4.22094  -0.076
C -3.30926 -1.27280 -5.19674  -0.080
C -3.90917 -1.51877 -2.88214  -0.087
C -1.61890 -1.20548 -3.49331  -0.101
C 1.68940 6.04696 1.24605  -0.016
C 0.55737 4.32182 0.14316  -0.573
C 3.81662 -0.70471 -2.25609  -0.009
C -2.22521 2.54492 3.71206  -0.031
C 1.46388 -4.62150 -0.47098  -0.077
C -2.57692 -1.39090 -2.48977  -0.221
C 2.82967 0.37147 -0.27477  -0.380
C 0.54615 -2.51547 0.21789  -0.118
C -3.22224 -1.73313 0.60871  -0.605
C 2.90654 1.71237 3.71560  -0.011
C 0.40286 1.84545 3.20303  -0.229
C -1.83267 2.02130 2.49855  -0.119
H -4.95300 -0.68246 -0.23902  0.070
H 5.39539 0.34169 0.56405  0.109
H -0.57066 -1.11735 -3.22311  0.102
H 2.65917 5.69201 0.90525  0.099
H -1.21608 -1.00352 -5.58940  0.104
H -3.59274 -1.23237 -6.24041  0.106
H -1.54196 3.11855 5.67950  0.119
H 0.30214 -5.71146 -1.90636  0.107
H 3.02269 2.76942 3.96469  0.099
H -0.04019 2.55674 -1.99515  0.115
H 0.62682 -1.63175 0.85105  0.068
H 4.76947 -1.65904 -3.91576  0.111
H -1.94715 -0.80669 2.14344  0.050
H -1.45532 -4.00471 -2.05922  0.108
H -1.77494 -2.56020 2.02748  0.080
H -4.37588 -3.19909 -0.55506  0.071
H -1.54928 2.47937 -1.31902  0.102
H -0.85893 4.78770 -1.26153  0.160
H 3.80069 1.37473 3.20108  0.073
H -3.25950 2.81212 3.86795  0.114
H 0.79961 2.48199 5.22716  0.119
H 2.24286 -5.37060 -0.41412  0.106
H -3.21347 -1.85763 2.77383  0.091
H 2.81756 1.16113 4.65516  0.100
H -4.92282 -0.75053 1.52013  0.089
H -3.85854 0.36266 0.65217  0.056
H -2.54513 1.85979 1.69982  0.104
H -5.31526 -1.56954 -4.50046  0.107
H 1.65505 7.13059 1.24428  0.099
H 2.39403 -3.31682 0.95869  0.106
H 1.48265 5.65992 2.24183  0.095
H 7.33689 -0.56379 -0.66839  0.110
H -3.13315 -3.91002 0.47392  0.082
H 2.82416 -0.74601 -2.68332  0.116
H 7.02077 -1.56026 -2.90486  0.111
H -4.61890 -3.28222 1.18988  0.091
H -4.68509 -1.67209 -2.14292  0.082


DFT (wB97M-V/def2-TZVPD) results for a cluster of 2 separate species, C9H12N2O2S in total at a distorted geometry.

**E_tot**: -27428.6983 eV
**Charge**: 0
**Energy relative to the best compared isomer or geometry (same formula, charge and spin)**: 48.7 kcal per mole
**Expectation value of S²**: 2.017
**Spin multiplicity**: 3
**Largest force on an atom**: 0.0968 Eh/bohr

Last column: Löwdin charge in e.
CARTESIAN COORDINATES (ANGSTROEM)
S 1.50721 0.53282 0.44963  0.951
O 1.72054 2.31156 0.09056  -0.416
O 2.81928 0.09611 0.89340  -0.383
N 0.41912 -0.72518 -1.88895  0.047
N -1.11241 -1.06206 2.80307  0.054
C -1.11660 2.16412 1.86099  0.096
C 0.49936 -0.96548 -3.14146  -0.184
C -1.17720 1.01508 1.45183  -0.171
C -1.61551 -1.14743 0.19139  -0.060
C -1.61551 -0.41363 1.59528  -0.469
C 2.54695 0.54760 -2.06942  -0.105
C 1.45932 0.03095 -1.36850  -0.321
C 2.70016 0.07738 -3.33350  -0.054
C 1.62458 -0.69923 -3.90693  -0.039
H 3.58622 0.24487 -3.94435  0.112
H -2.65164 -1.18599 -0.04489  0.050
H -1.08413 -0.49684 -0.60746  0.054
H -0.88223 3.18721 1.98321  0.027
H -2.70152 -0.18275 1.78122  0.138
H -0.35545 -1.33983 -3.61966  0.100
H -1.02972 -2.10053 0.27079  0.088
H 0.71908 2.81487 -0.00503  0.134
H -0.17821 -1.42136 2.68518  0.068
H 1.86114 -1.06116 -4.89267  0.092
H -1.28956 -0.45080 3.56651  0.066
H 3.27432 1.23015 -1.58579  0.124


DFT (wB97M-V/def2-TZVPD) results for the molecule C20H22N2O6S.

**Structure (SMILES)**: O=C(COC(=O)c1ccc(S(=O)(=O)Nc2ccccc2)cc1)NC[C@@H]1CCCO1
**E_tot**: -47197.8979 eV
**Charge**: 0
**Energy relative to the best compared isomer or geometry (same formula, charge and spin)**: 16.8 kcal per mole
**Largest force on an atom**: 0.0188 Eh/bohr

Last column: Löwdin charge in e.
CARTESIAN COORDINATES (ANGSTROEM)
S -1.56940 1.39136 -3.98794  0.665
O 3.46772 -2.50866 1.61604  -0.122
O -2.14744 2.15822 2.67895  0.136
O -2.08481 2.57625 -4.59904  -0.279
O 0.32408 -0.95494 5.06427  0.069
O -1.92298 -0.06921 2.43429  -0.021
O -1.82111 0.12176 -4.58986  -0.272
N 0.08808 1.64565 -3.85715  -0.050
N 0.61667 -0.57847 2.85132  0.095
C 0.69461 -0.48427 -2.90513  -0.043
C -2.17097 1.20697 0.49036  -0.108
C -0.11192 -0.63879 3.98009  -0.464
C 2.17216 -2.37787 2.17846  -0.324
C -2.10556 1.18320 1.97611  -0.435
C -2.11003 2.44524 -0.14797  0.017
C 1.42105 -1.22676 -1.99220  -0.066
C 2.00359 -0.96386 2.77624  -0.104
C 2.29962 -0.60898 -1.11594  -0.087
C -1.58316 -0.23625 3.80190  -0.046
C 3.48920 -3.64176 3.69629  -0.147
C -2.00350 1.32553 -2.24962  -0.263
C 2.44813 0.76720 -1.16258  -0.079
C -2.01486 2.50314 -1.52579  -0.035
C 4.25581 -3.39712 2.39713  -0.186
C -2.12212 0.09370 -1.63538  -0.042
C 1.71938 1.52185 -2.06447  -0.025
C 0.83785 0.89930 -2.94292  -0.313
C 2.04109 -3.47334 3.24047  -0.118
C -2.20519 0.03093 -0.25647  0.016
H -2.21684 -1.02229 4.21929  0.144
H 1.67533 -4.39628 2.78900  0.119
H 4.38770 -4.33198 1.83627  0.120
H 5.23639 -2.94133 2.55475  0.120
H 3.13602 1.26034 -0.49172  0.105
H 3.69188 -4.62475 4.11342  0.113
H -2.28279 -0.92092 0.24465  0.124
H 3.74318 -2.88506 4.43832  0.113
H 0.30235 2.63132 -3.87914  0.118
H -2.14049 -0.79384 -2.24626  0.116
H 1.30878 -2.30051 -1.97210  0.108
H 1.44129 -2.49534 1.36623  0.142
H 1.37337 -3.17741 4.04568  0.110
H -2.10853 3.34007 0.45551  0.126
H 2.87186 -1.19487 -0.41273  0.086
H -1.76030 0.69612 4.35030  0.137
H 1.83788 2.59575 -2.09909  0.113
H 0.02336 -0.95537 -3.60449  0.104
H 0.14422 -0.40223 1.97755  0.136
H -1.94698 3.44280 -2.05140  0.120
H 2.41127 -0.92604 3.78782  0.130
H 2.53902 -0.25275 2.14198  0.124


DFT (wB97M-V/def2-TZVPD) results for a structure of composition C42H63ClN2O5P2ReSi.

**E_tot**: -98881.9183 eV
**Charge**: +2
**Energy relative to the best compared isomer or geometry (same formula, charge and spin)**: 31.8 kcal per mole
**Expectation value of S²**: 0.979
**Spin multiplicity**: 2
**Largest force on an atom**: 0.0133 Eh/bohr

Last column: Löwdin charge in e.
CARTESIAN COORDINATES (ANGSTROEM)
Re 0.19679 0.51239 0.07993  1.143
Cl 2.20515 2.48008 -0.35437  0.772
P 1.43948 -0.84421 -1.67815  1.026
P -2.21515 1.17230 0.33736  1.024
Si -1.10067 -1.68061 -0.04365  0.567
O 2.31747 3.46026 0.65433  -0.232
O 0.79641 2.40508 -0.89777  -0.435
O 3.16439 2.62931 -1.36822  -0.194
O 2.02290 5.73183 4.39809  -0.098
O 2.27809 1.09688 0.24283  -0.487
N 0.64460 3.57130 3.33511  -0.030
N 0.21152 1.78434 1.72664  0.027
C 0.15712 4.95629 3.09804  -0.063
C 2.97887 -1.62658 -0.99956  -0.393
C -5.10099 0.58665 2.59063  -0.182
C -4.51810 -0.23778 3.72627  -0.184
C 5.42230 -1.72760 -0.46457  -0.181
C 0.14063 -0.19168 -5.07579  -0.184
C 2.51749 -0.83056 -5.45889  -0.189
C 1.52253 3.37695 4.52147  -0.058
C -4.34056 3.32562 -2.63000  -0.176
C 3.82237 -3.14060 0.84619  -0.181
C 2.93783 -0.24313 -4.10509  -0.157
C 0.43456 2.63341 2.48832  -0.192
C 1.34489 5.89758 3.17214  -0.171
C -3.10933 -0.66595 3.34749  -0.198
C -4.68010 0.30339 -0.68708  -0.086
C -0.48246 -4.87506 -2.62722  -0.037
C -3.77107 -2.30524 -0.94696  -0.055
C -0.46302 -2.79671 -1.38409  -0.300
C 0.57947 -2.35416 -2.18324  -0.366
C -2.24538 2.76764 -0.59347  -0.389
C 2.65620 -2.28624 0.34823  -0.214
C -5.07550 -1.98537 -1.28124  -0.032
C -0.84684 -2.49786 1.62565  -0.160
C -2.88594 -1.32342 -0.48645  -0.284
C 0.54958 -4.40752 -3.43629  -0.032
C -0.96614 -4.08801 -1.59895  -0.075
C 0.47977 0.60339 -3.82137  -0.201
C -2.20679 0.54724 3.13876  -0.206
C -4.60308 3.81020 -1.19446  -0.177
C -2.86231 3.43047 -2.98280  -0.177
C -3.33901 3.83193 -0.32706  -0.179
C 1.80473 0.19753 -3.13154  -0.390
C 5.12520 -2.35205 0.89358  -0.192
C -3.36604 -0.02289 -0.35242  -0.376
C 2.59874 4.44805 4.50502  -0.170
C -4.23391 1.80972 2.29194  -0.169
C 4.27916 -0.81238 -0.90532  -0.191
C -2.71658 1.54337 2.07873  -0.391
C -2.05924 2.47132 -2.10393  -0.211
C 1.09949 -3.16382 -3.19534  -0.073
C 1.30036 -0.14379 -6.05937  -0.186
C -5.53173 -0.67788 -1.15657  -0.034
H -0.08728 -1.23172 -4.82426  0.108
H -1.79296 -2.97674 1.88768  0.051
H -2.50797 4.45660 -2.85237  0.125
H 1.53470 0.89841 -6.30030  0.124
H -6.10603 0.93525 2.83285  0.126
H -4.98621 4.83134 -1.21733  0.120
H -0.76317 0.22955 -5.51974  0.119
H -5.14404 -1.10708 3.92853  0.121
H 3.13623 -2.42476 -1.73676  0.119
H 3.57843 -3.55325 1.82660  0.118
H 4.52236 -0.34130 -1.85797  0.104
H 0.56029 1.65906 -4.09739  0.127
H 2.44270 -1.49681 1.08422  0.106
H 5.94321 -3.00342 1.20210  0.119
H 0.89714 3.46524 5.41047  0.141
H -3.59992 3.86490 0.72965  0.091
H -4.66125 2.38285 1.47114  0.082
H -2.83408 4.78220 -0.51530  0.120
H 3.94077 -3.99149 0.16758  0.125
H -2.14819 1.09141 4.08796  0.128
H -0.56580 5.18372 3.88258  0.142
H -5.39663 3.22479 -0.72505  0.090
H -5.73934 -2.75552 -1.65078  0.121
H -1.32899 3.23185 -0.21317  0.078
H -0.57787 -1.84271 2.45416  0.023
H 0.99432 6.92783 3.13181  0.144
H -1.19086 0.22492 2.90873  0.057
H -4.64230 2.27929 -2.73815  0.103
H 1.95174 -2.83945 -3.77412  0.092
H 0.94204 -5.02803 -4.23039  0.121
H 3.62589 -0.93082 -3.61231  0.093
H 2.02790 5.72091 2.33201  0.128
H 3.30250 4.27487 3.68143  0.136
H 2.30830 -1.89905 -5.38494  0.092
H -5.04592 1.31149 -0.56590  0.088
H -5.19386 -0.05454 1.71371  0.095
H -4.94711 3.89560 -3.33263  0.118
H -2.20909 2.50198 2.23091  0.089
H -0.34963 0.53685 -3.10704  0.071
H -1.00482 2.51664 -2.36264  0.072
H 1.76383 -2.91096 0.26287  0.087
H 4.17836 -0.01722 -0.17389  0.093
H -2.41097 1.45964 -2.33794  0.101
H 1.02724 -0.62999 -6.99622  0.120
H -4.48663 0.35418 4.64687  0.123
H 3.52086 0.65902 -4.30597  0.127
H 5.05033 -1.56022 1.64733  0.119
H 6.34793 -1.15181 -0.43118  0.121
H -1.72420 -4.50293 -0.94634  0.105
H 3.37280 -0.74393 -6.13063  0.122
H 5.57020 -2.52069 -1.20503  0.124
H -0.89404 -5.86131 -2.79392  0.120
H -4.28397 2.46286 3.17006  0.132
H -2.67102 -1.30257 4.11851  0.124
H 3.14499 4.41980 5.44673  0.143
H -2.69613 3.17382 -4.02966  0.120
H -6.55153 -0.43038 -1.41879  0.124
H -3.44693 -3.32750 -1.07524  0.091
H -0.07193 -3.25689 1.52774  0.037
H -0.33332 4.99407 2.12594  0.134
H -3.16015 -1.26119 2.43019  0.090
H 2.17800 1.09446 -2.64224  0.059
H 1.94891 2.37608 4.47732  0.140